The following is a DFT calculation (ωB97M-V with the def2-TZVPD basis set) of C13H34FNO5Pd as an isolated structure in a non-equilibrium geometry.

For the HOMO-LUMO gap (alpha / beta), the calculation gives 9.23 / 7.68 eV. As for the multiplicity: 3. The lowest unoccupied orbital energy (alpha / beta) is 0.11 / -1.44 eV. The expectation value of S² is 2.0063. As for the energy above the lowest of the compared OMol25 structures with the same formula, charge and spin: 0.341 eV. The net charge is 0.

Atoms and positions in Å:
Pd 1.26 -1.20 -0.53
C 2.36 -0.09 3.27
C 0.83 -0.31 3.32
C 0.23 1.08 3.60
C -1.31 1.10 3.59
C -1.77 0.62 2.19
C -1.22 -0.78 1.85
N 0.25 -0.84 2.08
O 0.84 -1.95 1.61
C -1.63 -1.04 0.39
C -2.01 -1.78 2.72
C 0.55 -1.19 4.58
H 2.85 -1.06 3.15
H 2.78 0.40 4.14
H 2.63 0.51 2.40
H 0.49 1.71 2.74
H 0.71 1.59 4.44
H -1.66 2.13 3.67
H -1.73 0.58 4.45
H -1.65 1.35 1.40
H -2.86 0.58 2.25
H -2.68 -0.79 0.25
H -1.48 -2.03 -0.02
H -1.10 -0.38 -0.31
H -2.39 -1.36 3.65
H -1.45 -2.69 2.91
H -2.95 -2.10 2.25
H 0.81 -0.57 5.44
H 1.14 -2.10 4.63
H -0.49 -1.48 4.69
F 0.49 -0.46 -2.36
C 0.53 -1.77 -5.89
O -0.38 -1.79 -4.81
H 0.88 -0.77 -6.15
H 1.48 -2.28 -5.68
H 0.15 -2.33 -6.75
H -0.04 -1.27 -4.08
C 3.00 1.30 -4.23
O 1.62 1.61 -4.29
H 3.21 0.35 -4.74
H 3.54 2.10 -4.73
H 3.28 1.30 -3.17
H 1.16 0.97 -3.72
C -2.80 0.50 -3.12
O -1.62 1.25 -3.04
H -2.76 -0.29 -3.88
H -3.11 0.07 -2.16
H -3.69 1.08 -3.37
H -0.91 0.64 -2.79
C 0.84 2.14 -0.49
O 1.63 1.02 -0.03
H 0.86 3.00 0.18
H 1.20 2.42 -1.48
H -0.22 1.89 -0.57
H 2.32 1.42 0.51